Here is one molecule with the formula C4H8O2 from the Open Molecules 2025 dataset. Energies are from wB97M-V/def2-TZVPD.

Values from the calculation:
structure (SMILES): CC(=O)[C@@H](C)O
ΔE to the lowest compared entry with this formula, charge and spin: 0.802 eV
LUMO energy: 0.9 eV
DFT total energy: -307.6830 Ha
HOMO-LUMO gap: 10.942 eV

```
! wB97M-V def2-TZVPD RIJCOSX def2/J DEFGRID3
* xyz 0 1
C 0.50 0.57 -1.67
C -0.50 -0.12 -0.77
O -1.69 -0.20 -1.03
C 0.02 -0.73 0.52
C 0.24 0.46 1.50
O -0.88 -1.67 1.03
H 0.07 1.47 -2.11
H 0.73 -0.13 -2.49
H 1.43 0.80 -1.15
H 0.98 -1.22 0.32
H 1.30 0.65 1.71
H -0.27 0.20 2.44
H -0.20 1.39 1.12
H -1.73 -1.47 0.58
*
```